{"formula": "C5H10O", "method": "ωB97M-V/def2-TZVPD", "elements": ["C", "C", "O", "C", "C", "C", "H", "H", "H", "H", "H", "H", "H", "H", "H", "H"], "xyz": [[-1.1946, -0.0454, 2.4747], [-0.0762, 0.2409, 1.4735], [-0.4481, -0.1751, 0.1545], [0.4618, 0.1681, -0.8724], [1.1812, -0.6767, -2.0550], [-0.0402, 0.1720, -2.2605], [-0.8676, 0.2301, 3.4877], [-1.4559, -1.1070, 2.4887], [-2.0998, 0.5307, 2.2563], [0.1436, 1.3231, 1.4989], [0.8347, -0.2866, 1.7842], [1.1215, 0.9694, -0.5494], [2.1530, -0.2452, -2.2982], [1.1415, -1.7378, -2.2810], [0.1405, 0.9852, -2.9361], [-0.9954, -0.3458, -2.3658]], "orbital_gap_ha": 0.3728, "de_lowest_ev": 2.080, "homo_energy_ev": -8.916, "e_lumo_ev": 1.23, "smiles": "CCOC1CC1"}